Record 1
{"formula": "C3H7NO2", "method": "ωB97M-V with the def2-TZVPD basis set", "symbols": ["C", "C", "N", "C", "O", "O", "H", "H", "H", "H", "H", "H", "H"], "coordinates": [[0.82, 1.07, 0.54], [0.00, 0.15, -0.46], [-1.17, 0.70, -1.03], [-0.34, -1.32, 0.20], [-1.42, -1.80, 0.44], [0.86, -1.91, 0.49], [1.50, 0.49, 1.18], [1.44, 1.88, -0.17], [0.17, 1.62, 1.34], [0.57, -0.07, -1.32], [-1.22, 1.58, -1.38], [-1.98, 0.23, -0.95], [0.77, -2.64, 1.12]], "max_force_ev_per_a": 3.82, "homo_energy_ev": -8.90, "e_above_lowest_kcal_mol": 40.5, "homo_lumo_gap_ev": 9.6}

=====

Record 2
{"formula": "C16H48N7O8Tl", "method": "ωB97M-V with the def2-TZVPD basis set", "symbols": ["Tl", "O", "H", "C", "C", "C", "O", "C", "N", "H", "H", "H", "H", "H", "H", "H", "H", "H", "H", "H", "C", "C", "C", "O", "C", "N", "H", "H", "H", "H", "H", "H", "H", "H", "H", "H", "H", "C", "C", "C", "O", "C", "N", "H", "H", "H", "H", "H", "H", "H", "H", "H", "H", "H", "C", "C", "O", "O", "H", "H", "H", "H", "H", "H", "C", "O", "N", "N", "H", "H", "H", "H", "C", "O", "N", "N", "H", "H", "H", "H"], "coordinates": [[-0.19, -21.85, 1.88], [1.07, -23.39, 3.86], [2.01, -23.16, 3.98], [2.21, -20.69, -2.51], [1.79, -21.24, -1.17], [2.99, -21.08, -0.16], [2.64, -21.68, 1.05], [3.68, -21.71, 2.00], [0.62, -20.56, -0.72], [2.40, -19.62, -2.49], [1.52, -20.98, -3.30], [3.14, -21.19, -2.81], [1.48, -22.28, -1.20], [3.16, -20.00, -0.04], [3.88, -21.60, -0.51], [3.25, -21.96, 2.96], [4.12, -20.71, 1.98], [4.38, -22.48, 1.68], [-0.06, -20.72, -1.46], [0.77, -19.56, -0.76], [-3.44, -22.47, 5.58], [-2.52, -22.61, 4.34], [-3.00, -23.81, 3.53], [-1.88, -24.13, 2.63], [-2.16, -25.26, 1.81], [-2.55, -21.45, 3.51], [-4.51, -22.46, 5.41], [-3.13, -21.62, 6.20], [-3.27, -23.31, 6.26], [-1.45, -22.61, 4.55], [-3.97, -23.65, 3.06], [-3.13, -24.65, 4.21], [-2.62, -26.04, 2.42], [-1.23, -25.66, 1.42], [-2.91, -24.95, 1.09], [-3.55, -21.26, 3.40], [-2.18, -20.69, 4.08], [6.13, -25.10, 7.38], [5.11, -25.66, 6.36], [3.71, -25.12, 6.62], [3.47, -25.17, 8.03], [2.06, -25.00, 8.30], [5.57, -25.36, 4.99], [7.09, -25.54, 7.11], [5.94, -25.36, 8.43], [6.32, -24.03, 7.30], [5.16, -26.73, 6.52], [2.98, -25.81, 6.19], [3.58, -24.10, 6.26], [1.75, -24.07, 7.82], [1.88, -24.94, 9.37], [1.47, -25.81, 7.87], [5.61, -24.35, 4.92], [6.55, -25.62, 5.10], [4.14, -26.44, 1.39], [3.44, -25.15, 1.88], [2.14, -25.36, 2.35], [3.77, -26.78, 0.07], [3.82, -27.26, 2.03], [5.22, -26.38, 1.47], [3.38, -24.45, 1.04], [4.06, -24.78, 2.71], [1.86, -24.67, 2.97], [3.29, -27.61, 0.12], [-0.48, -25.68, 6.01], [-0.98, -26.63, 6.57], [0.29, -25.76, 4.94], [-0.68, -24.43, 6.32], [0.52, -26.60, 4.44], [0.55, -24.93, 4.39], [-1.16, -24.31, 7.20], [-0.19, -23.70, 5.84], [0.00, -20.37, 5.62], [-0.14, -20.19, 4.41], [-0.39, -19.45, 6.48], [0.62, -21.40, 6.18], [-0.21, -19.53, 7.47], [-0.79, -18.57, 6.19], [1.01, -22.09, 5.55], [0.48, -21.64, 7.15]], "max_force_ev_per_a": 4.06, "homo_energy_ev": -13.85, "homo_lumo_gap_ev": 2.2, "charge": 2}

=====

Record 3
{"formula": "C19H24N2O5S", "method": "ωB97M-V with the def2-TZVPD basis set", "symbols": ["C", "C", "O", "C", "C", "C", "C", "S", "O", "O", "N", "C", "C", "C", "C", "C", "O", "N", "C", "C", "C", "C", "C", "O", "C", "C", "C", "H", "H", "H", "H", "H", "H", "H", "H", "H", "H", "H", "H", "H", "H", "H", "H", "H", "H", "H", "H", "H", "H", "H", "H"], "coordinates": [[-6.96, -0.90, -0.73], [-5.46, -1.08, -0.55], [-4.97, 0.06, 0.13], [-3.65, 0.16, 0.40], [-3.25, 1.33, 1.06], [-1.92, 1.53, 1.37], [-0.99, 0.57, 1.03], [0.72, 0.86, 1.44], [0.83, 1.17, 2.84], [1.54, -0.22, 0.96], [1.06, 2.31, 0.64], [2.37, 2.82, 0.99], [3.48, 2.05, 0.27], [3.25, 2.13, -1.24], [1.86, 1.65, -1.65], [1.58, 0.14, -1.67], [0.46, -0.25, -1.93], [2.64, -0.69, -1.59], [2.44, -2.13, -1.55], [2.38, -2.65, -0.15], [3.35, -2.83, 0.79], [2.69, -3.29, 1.96], [1.37, -3.35, 1.64], [1.18, -2.98, 0.36], [0.79, 2.34, -0.78], [-1.36, -0.60, 0.40], [-2.69, -0.81, 0.08], [-7.15, 0.00, -1.31], [-7.37, -1.75, -1.26], [-7.44, -0.80, 0.23], [-5.26, -1.99, 0.04], [-4.96, -1.18, -1.52], [-4.00, 2.06, 1.30], [-1.59, 2.43, 1.87], [2.40, 3.88, 0.72], [2.46, 2.72, 2.07], [3.45, 1.02, 0.61], [4.45, 2.48, 0.52], [4.02, 1.58, -1.79], [3.33, 3.18, -1.55], [1.67, 1.95, -2.68], [3.47, -0.36, -1.12], [1.50, -2.33, -2.05], [3.27, -2.60, -2.09], [4.40, -2.66, 0.67], [3.14, -3.52, 2.90], [0.51, -3.64, 2.20], [0.71, 3.39, -1.07], [-0.18, 1.85, -0.95], [-0.61, -1.33, 0.14], [-2.97, -1.72, -0.42]], "max_force_ev_per_a": 1.09, "homo_energy_ev": -8.34, "e_above_lowest_kcal_mol": 65.7, "homo_lumo_gap_ev": 9.1}

=====

Record 4
{"formula": "C3H9NO2", "method": "ωB97M-V with the def2-TZVPD basis set", "symbols": ["C", "N", "C", "C", "O", "H", "H", "H", "H", "H", "H", "H", "H", "H", "O"], "coordinates": [[-0.69, -2.16, -1.78], [-0.15, -1.14, -0.89], [-0.93, 0.12, -0.78], [-0.11, 1.36, -0.65], [0.21, 1.88, 0.50], [0.02, -2.99, -1.78], [-1.75, -2.34, -1.55], [-0.69, -1.70, -2.77], [0.15, -1.48, 0.01], [-1.63, 0.08, 0.07], [-1.52, 0.21, -1.70], [0.11, 1.91, -1.57], [1.66, 1.31, 3.07], [1.07, 0.03, 2.54], [1.60, 0.37, 3.27]], "max_force_ev_per_a": 1.72, "homo_energy_ev": [0.14, -3.19], "e_above_lowest_kcal_mol": 24.3, "homo_lumo_gap_ev": [3.9, 7.2], "spin_multiplicity": 2, "charge": -1}

=====

E, record by record: -8808.7714; -48854.0940; -44144.8919; -8840.3622 eV